(1)
DFT (ωB97M-V/def2-TZVPD) results for a 2-piece molecular cluster, C4H12 overall in a non-equilibrium geometry.

```
16
Properties=species:S:1:pos:R:3:mulliken_spin:R:1
C -0.36950 1.70258 1.23201 0.4883
C 1.12472 1.27039 1.07774 -0.0466
H -0.89998 0.85983 0.74795 -0.1017
H -0.71972 1.89019 2.22454 -0.0806
H -0.67605 2.51778 0.71358 -0.0819
H 1.79910 1.00456 2.01483 -0.0551
H 1.62648 1.89319 0.31648 -0.2634
H 1.14507 0.34123 0.53269 0.0793
C -0.21773 -1.67233 -0.44144 1.3720
C -0.57900 -1.09671 -1.78189 2.4754
H 0.85738 -1.89886 -0.41326 0.2597
H -0.51437 -1.16962 0.56754 0.2374
H -0.67024 -2.61664 -0.28817 -1.2355
H -1.07517 -1.82727 -2.31830 -0.7362
H 0.26207 -1.13517 -2.55114 -0.6772
H -1.09306 -0.06316 -1.63318 -0.6339
```

Output
ΔE to the lowest compared entry with this formula, charge and spin in kcal per mole: 37.68
HOMO-LUMO gap (alpha / beta) in eV: 2.85 / 11.29
Spin multiplicity: 2
Max |F| in eV/Å: 3.77
Expectation value of S²: 0.75
Total charge: -1
Highest occupied orbital energy (alpha / beta) in eV: 1.55 / -7.01


(2)
DFT (ωB97M-V/def2-TZVPD) results for a 2-piece molecular cluster, C4H11NO4S overall in a non-equilibrium geometry.

```
21
Properties=species:S:1:pos:R:3:mulliken_spin:R:1
C 0.36797 -0.70942 -1.16965 0.0175
C 0.67361 1.35397 0.00269 0.0107
C -1.34454 -0.09188 0.25734 0.0431
C 0.62577 -0.90030 1.20754 0.9583
N 0.12142 -0.06778 0.12971 -0.0492
O 4.70273 -0.55645 0.06988 0.4895
O 3.18464 1.20638 0.90572 0.0099
O 2.91747 0.43194 -1.37331 0.0126
O 2.76384 -1.20137 0.40416 0.5509
S 3.41300 0.13270 -0.04442 -0.0411
H 1.15202 0.03406 -1.58973 -0.0014
H 0.73124 -1.67607 -1.14971 -0.0022
H -0.48614 -0.70050 -1.88574 -0.0019
H 0.40239 1.79658 -0.94116 -0.0053
H 0.09343 1.90968 0.77535 -0.0013
H 1.65510 1.24693 0.30184 0.0028
H -1.81902 0.45596 1.15269 -0.0048
H -1.93507 0.32145 -0.56090 0.0127
H -1.75528 -0.98220 0.54596 0.0054
H 0.86319 -0.69917 2.23789 -0.0202
H 0.93643 -1.88458 1.02087 0.0138
```

Output
ΔE to the lowest compared entry with this formula, charge and spin in kcal per mole: 28.49
HOMO-LUMO gap (alpha / beta) in eV: 9.19 / 7.82
Spin multiplicity: 3
Max |F| in eV/Å: 4.87
Expectation value of S²: 2.01
Highest occupied orbital energy (alpha / beta) in eV: -8.91 / -9.92


(3)
DFT (ωB97M-V/def2-TZVPD) results for a 3-piece molecular cluster, C5H15NO2 overall in a non-equilibrium geometry.

```
23
Properties=species:S:1:pos:R:3:lowdin_charge:R:1
C -1.36518 -0.87090 0.32027 0.0154
C -0.23080 -1.12519 -0.33734 -0.4006
N 0.69902 -2.07653 0.21907 0.0572
C 0.18440 -0.57804 -1.70759 -0.1766
C -0.33044 0.83768 -1.86215 -0.2950
C 0.55954 1.77207 -1.10225 -0.1148
H -2.10222 -0.15313 -0.01520 0.0591
H -1.81312 -1.39786 1.14483 0.0510
H 0.86185 -2.85290 -0.40804 0.0795
H 0.33758 -2.34544 1.12390 0.0706
H -0.16007 -1.30690 -2.47931 0.1228
H 1.27113 -0.68672 -1.79062 0.1092
H -1.39637 0.89639 -1.59906 0.0922
H -0.37029 1.14205 -2.94287 0.1141
H 0.80019 1.29676 -0.13832 0.0375
H 0.07918 2.72127 -0.79635 0.0866
H 1.47462 1.86145 -1.69176 0.0802
O 1.81780 1.00781 1.71155 -0.0553
H 1.45324 0.12932 1.77916 0.0062
H 2.77328 0.90196 1.61432 0.0551
O -1.70970 0.03381 2.85546 -0.0480
H -2.06803 0.76909 3.33511 0.0383
H -0.76563 0.02396 2.76718 0.0153
```

Output
SMILES: C=C(N)CCC.O.O
ΔE to the lowest compared entry with this formula, charge and spin in kcal per mole: 38.36
HOMO-LUMO gap in eV: 9.11
Max |F| in eV/Å: 2.30
Highest occupied orbital energy in eV: -8.41